# 1
{"formula": "C10H9Br2IrNO", "method": "ωB97M-V/def2-TZVPD", "species": ["Ir", "C", "H", "H", "H", "H", "H", "Br", "C", "C", "C", "Br", "C", "C", "C", "C", "N", "C", "C", "O", "H", "H", "H", "H"], "coordinates": [[-0.15561, 0.35465, -2.08156], [0.47499, 0.77458, -4.05138], [1.47829, 0.34499, -4.15393], [-0.29021, -0.02990, -4.13929], [0.21692, 1.40385, -4.90090], [0.43868, 1.60679, -3.25627], [-1.73331, -0.29700, -2.06017], [1.05696, -4.12793, -0.14891], [0.60579, -2.54569, 0.79635], [0.51746, -2.44928, 2.16876], [0.17009, -1.27216, 2.82714], [0.02849, -1.28908, 4.71047], [-0.06382, -0.05360, 2.11603], [-0.43672, 1.19963, 2.62293], [-0.67277, 2.24279, 1.73628], [-0.56956, 2.06933, 0.34622], [-0.26598, 0.83986, -0.18235], [0.05687, -0.15789, 0.69681], [0.34754, -1.37076, 0.04769], [0.26402, -1.34558, -1.24846], [0.73011, -3.34196, 2.73490], [-0.54933, 1.33978, 3.69920], [-0.93951, 3.22891, 2.09840], [-0.70936, 2.87567, -0.37797]], "forces_ev_per_angstrom": [[-2.62, 0.53, -0.99], [0.67, 0.21, -2.16], [-0.10, 0.34, -0.05], [-0.11, 0.03, 0.16], [0.15, -0.06, -0.20], [0.08, 0.52, -0.26], [0.79, 0.60, -0.35], [-0.49, 1.50, 1.30], [0.57, -1.17, -2.69], [0.28, -1.34, 1.26], [-0.38, 1.75, 1.49], [0.11, -0.20, -1.10], [0.11, -0.42, -0.50], [-0.08, -0.02, 0.58], [-0.03, 0.11, -0.95], [-0.12, -0.10, 0.81], [1.10, 0.74, 2.38], [-0.95, 0.19, 0.11], [-0.14, -0.02, -1.98], [1.10, -2.80, 2.68], [0.00, -0.10, 0.34], [0.05, 0.04, -0.36], [0.04, -0.10, 0.04], [-0.03, -0.23, 0.42]], "spin_multiplicity": 6, "homo_energy_ev": [-13.5, -16.3], "s_squared": 8.79, "total_charge": 2, "homo_lumo_gap_ev": [5.095, 3.974], "max_force_ev_per_a": 4.0, "lumo_energy_ev": [-8.413, -12.338]}

=====

# 2
{"formula": "C10H9ClN", "method": "ωB97M-V/def2-TZVPD", "species": ["Cl", "C", "C", "C", "C", "C", "C", "C", "C", "C", "C", "N", "H", "H", "H", "H", "H", "H", "H", "H", "H"], "coordinates": [[-1.17163, 0.48323, 3.19709], [-0.67183, 0.99780, 1.63491], [-0.75165, 2.33545, 1.23053], [-0.34397, 2.71883, -0.03279], [0.18973, 1.80901, -0.94713], [0.27849, 0.49673, -0.54443], [-0.16660, 0.11467, 0.71677], [0.08495, -1.52080, 0.75072], [-0.85772, -2.06673, -0.28460], [-0.43994, -1.63527, -1.47073], [0.78172, -0.76747, -1.23120], [1.35388, -1.48808, -0.03870], [-1.13980, 3.06679, 1.92253], [-0.44475, 3.75334, -0.32299], [0.50685, 2.13493, -1.92389], [0.13427, -1.96362, 1.73633], [-1.72557, -2.65122, -0.05316], [-0.87528, -1.79015, -2.43745], [1.47669, -0.63610, -2.05607], [1.68470, -2.43119, -0.27478], [2.09746, -0.96016, 0.42905]], "forces_ev_per_angstrom": [[-0.02, 0.01, 0.01], [0.13, 0.07, -0.36], [-0.09, -0.07, 0.20], [-0.04, 0.03, -0.03], [0.03, -0.22, 0.00], [0.03, 0.27, 0.47], [0.62, -2.29, 0.09], [-1.04, 2.66, 0.56], [0.20, -0.23, -0.42], [0.07, -0.41, 0.25], [-0.29, 0.51, -0.69], [0.64, -0.36, 0.12], [-0.06, 0.06, 0.04], [0.02, 0.09, 0.02], [0.08, 0.04, -0.13], [0.20, -0.13, -0.03], [-0.21, -0.10, 0.06], [-0.16, 0.01, -0.20], [0.08, -0.09, 0.14], [-0.09, 0.16, -0.01], [-0.11, -0.03, -0.07]], "e_above_lowest_kj_mol": 0.00, "homo_energy_ev": -13.0, "smiles": "Clc1cccc2c1[C@H]1C=C[C@@H]2[NH2+]1", "total_charge": 1, "homo_lumo_gap_ev": 9.633, "max_force_ev_per_a": 2.9, "lumo_energy_ev": -3.346}

=====

# 3
{"formula": "C10H9F3N2", "method": "ωB97M-V/def2-TZVPD", "species": ["C", "C", "C", "C", "C", "C", "C", "C", "C", "C", "N", "N", "F", "F", "F", "H", "H", "H", "H", "H", "H", "H", "H", "H"], "coordinates": [[-1.09168, -1.52071, 3.66620], [-1.27332, -1.89565, 2.33996], [-0.36906, -0.29722, 3.92036], [-0.67926, -1.30007, 1.32094], [0.10699, 0.42848, 2.84370], [-0.03011, -0.08462, 1.54197], [0.50974, 0.70374, 0.54038], [1.08191, 1.79510, -1.63896], [-0.04297, 1.40600, -2.64012], [0.46608, -0.72734, -3.20768], [0.85821, 1.36869, -0.37015], [-0.37323, 0.07435, -2.64715], [0.77850, -0.35777, -4.51111], [1.76793, -0.88126, -2.69843], [0.05845, -1.97352, -3.43571], [-1.72800, -1.97801, 4.40099], [-2.06988, -2.56695, 2.05774], [-0.44674, 0.20795, 4.94755], [-0.98296, -1.63267, 0.43653], [0.74711, 1.32353, 2.85811], [2.00011, 1.23468, -2.05367], [1.29632, 2.88914, -1.69498], [-0.90009, 1.98301, -2.32377], [0.31594, 1.80113, -3.65269]], "forces_ev_per_angstrom": [[0.30, 2.49, -0.38], [-1.41, -1.47, 2.59], [-1.63, -0.31, 1.44], [1.32, 3.07, 0.84], [1.11, -0.25, -0.62], [0.27, -0.69, 1.66], [1.10, 2.57, -5.04], [3.05, 0.98, -3.18], [-0.10, 0.99, -0.86], [0.71, -0.42, -2.70], [-1.59, -3.11, 4.97], [-1.45, -0.52, 2.15], [0.74, 0.89, -1.25], [0.46, 0.01, 0.95], [-0.74, -1.40, 1.10], [0.28, -0.14, 0.51], [0.24, -0.74, 0.39], [0.57, -1.12, -1.57], [-0.46, -0.93, -4.15], [-0.76, -0.21, 0.83], [-1.09, 0.89, 0.96], [-0.23, -0.78, 0.33], [-0.48, 0.39, -0.13], [-0.23, -0.20, 1.17]], "e_above_lowest_kj_mol": 153.31, "homo_energy_ev": [-7.5, -7.5], "homo_lumo_gap_ev": [6.038, 6.039], "max_force_ev_per_a": 6.1, "lumo_energy_ev": [-1.434, -1.434]}